This record from OMol25 describes C52H44N6O4STa as an isolated structure. The level of theory is the ωB97M-V functional and the def2-TZVPD basis.

The geometry in ORCA input format:
```
! wB97M-V def2-TZVPD RIJCOSX def2/J DEFGRID3
* xyz 3 1
Ta -0.175 0.018 -0.050
C -1.051 7.419 6.551
O -0.151 6.310 6.461
C -0.304 5.430 5.478
C -1.296 5.501 4.493
C -1.350 4.535 3.507
C -0.450 3.465 3.486
C 0.532 3.400 4.489
C 0.615 4.368 5.457
C -0.539 2.429 2.451
C -0.646 1.101 2.831
C -0.788 0.648 4.160
C -0.885 -0.715 4.136
C -0.843 -1.120 2.788
N -0.686 -0.016 1.955
C -0.948 -2.461 2.365
C -0.906 -2.823 1.048
C -1.039 -4.171 0.577
C -0.930 -4.164 -0.765
C -0.777 -2.806 -1.196
C -0.770 -2.418 -2.506
C -0.813 -3.460 -3.572
C -2.010 -4.072 -3.918
C -2.057 -5.041 -4.912
C -0.887 -5.409 -5.578
O -0.817 -6.326 -6.545
C -2.016 -6.989 -6.951
C 0.322 -4.789 -5.236
C 0.352 -3.828 -4.250
C -0.787 -1.068 -2.903
N -0.713 0.030 -2.049
C -0.812 1.157 -2.900
C -0.761 2.480 -2.500
C -0.803 3.541 -3.512
C 0.104 3.554 -4.587
C 0.056 4.542 -5.537
C -0.922 5.547 -5.464
O -0.899 6.448 -6.439
C -1.864 7.505 -6.436
C -1.833 5.546 -4.402
C -1.756 4.561 -3.437
C -0.636 2.860 -1.141
C -0.366 4.155 -0.713
C -0.284 4.139 0.668
C -0.515 2.836 1.095
N -0.683 1.992 -0.026
C -0.988 0.717 -4.232
C -0.942 -0.647 -4.238
N -0.718 -1.958 -0.061
C -1.091 -3.520 3.400
C -2.250 -3.619 4.162
C -2.397 -4.615 5.117
C -1.365 -5.533 5.326
O -1.398 -6.526 6.216
C -2.565 -6.686 7.025
C -0.195 -5.437 4.562
C -0.068 -4.448 3.614
H -0.729 7.987 7.417
H -2.075 7.074 6.699
H -0.985 8.042 5.658
H -2.026 6.296 4.499
H -2.136 4.591 2.763
H 1.259 2.597 4.477
H 1.384 4.342 6.217
H -0.834 1.293 5.021
H -0.999 -1.386 4.970
H -1.219 -5.010 1.229
H -1.002 -4.996 -1.448
H -2.926 -3.794 -3.410
H -3.003 -5.498 -5.160
H -1.721 -7.674 -7.738
H -2.741 -6.273 -7.342
H -2.451 -7.549 -6.123
H 1.217 -5.081 -5.769
H 1.296 -3.342 -4.015
H 0.876 2.796 -4.647
H 0.765 4.575 -6.352
H -1.645 8.103 -7.313
H -1.762 8.117 -5.539
H -2.875 7.104 -6.509
H -2.604 6.299 -4.333
H -2.482 4.559 -2.631
H -0.212 4.999 -1.364
H -0.053 4.968 1.316
H -1.148 1.371 -5.073
H -1.042 -1.314 -5.077
H -3.063 -2.921 4.003
H -3.314 -4.674 5.684
H -2.367 -7.541 7.662
H -3.442 -6.887 6.407
H -2.733 -5.802 7.642
H 0.593 -6.156 4.740
H 0.842 -4.386 3.025
S 2.218 0.051 -0.080
C 2.595 -1.680 0.079
N 3.020 -2.122 1.241
C 3.499 -3.504 1.435
C 2.764 -4.416 0.469
C 2.885 -3.888 -0.951
N 2.510 -2.461 -0.975
H 3.108 -1.458 1.996
H 3.309 -3.775 2.471
H 4.578 -3.527 1.271
H 1.710 -4.480 0.750
H 3.183 -5.419 0.519
H 2.216 -4.416 -1.630
H 3.905 -3.984 -1.326
H 2.230 -2.042 -1.849
*
```

Output
E, hartree: -3091.88144
Relative energy (zero: lowest compared OMol25 entry of this formula, charge and spin), kJ/mol: 0.0